{
  "formula": "C13H44O13S2",
  "method": "ωB97M-V with the def2-TZVPD basis set",
  "symbols": ["O", "H", "C", "H", "H", "O", "O", "S", "C", "H", "O", "H", "H", "H", "H", "O", "H", "C", "H", "H", "H", "H", "H", "C", "C", "H", "H", "H", "S", "H", "H", "C", "C", "O", "H", "H", "H", "O", "H", "H", "H", "H", "O", "H", "H", "H", "O", "O", "O", "C", "O", "C", "H", "O", "H", "H", "H", "C", "H", "H", "H", "C", "C", "H", "H", "H", "H", "H", "H", "C", "H", "H"],
  "coordinates": [[-17.7803, -11.2406, -22.5652], [-14.7638, -19.2504, -18.8901], [-27.6221, -11.0808, -17.9863], [-23.8408, -17.6452, -14.6480], [-14.5689, -17.6049, -18.2736], [-22.1239, -20.1805, -12.0294], [-12.7840, -18.4279, -18.7463], [-14.7777, -10.0406, -12.3288], [-24.5545, -18.4082, -14.3373], [-26.0658, -16.7794, -14.4191], [-9.4550, -12.5434, -17.2413], [-17.4146, -15.7080, -8.4519], [-27.9204, -10.3819, -17.2048], [-16.5347, -16.2034, -7.0920], [-26.6249, -18.1804, -13.5905], [-26.3390, -11.4095, -17.5596], [-17.9011, -13.1408, -23.5396], [-25.7314, -17.5788, -13.7578], [-17.3826, -11.1309, -15.3648], [-14.4213, -10.1226, -10.0385], [-17.2237, -11.9653, -24.3830], [-22.5764, -21.0245, -14.7813], [-28.3388, -11.8839, -18.1578], [-9.8351, -11.5598, -18.0410], [-17.7240, -11.5628, -14.4241], [-15.6645, -11.2549, -10.4840], [-25.9024, -10.5545, -17.5629], [-21.7594, -11.0687, -9.6698], [-22.3704, -19.2719, -13.1617], [-14.2644, -18.0744, -20.0211], [-16.2955, -12.6651, -22.9813], [-17.5603, -16.1074, -7.4483], [-21.3318, -9.1322, -9.2480], [-23.9843, -19.1591, -13.2139], [-16.0506, -9.3836, -10.3510], [-9.1476, -10.7209, -17.9325], [-16.7161, -12.2376, -12.5277], [-13.8007, -11.1132, -12.5968], [-12.6011, -17.7499, -18.0918], [-24.8648, -19.0547, -15.1582], [-27.5770, -10.5039, -18.9100], [-15.6796, -11.8832, -13.9477], [-16.3021, -10.3946, -12.9381], [-18.5912, -10.9965, -14.0842], [-20.8574, -20.3808, -14.6187], [-18.9315, -14.6868, -7.2450], [-21.7370, -17.9448, -13.2890], [-21.4189, -10.5686, -8.9244], [-14.4160, -8.6648, -12.4927], [-16.6069, -11.6368, -13.4306], [-18.3922, -15.2438, -6.6789], [-15.3712, -10.2083, -10.5662], [-22.3328, -8.7777, -9.4939], [-10.1884, -13.7429, -7.4612], [-17.1223, -10.5567, -22.4204], [-10.8741, -11.2910, -17.8507], [-21.9740, -19.4305, -15.5632], [-21.9158, -20.1579, -14.7535], [-9.5575, -11.9685, -19.0126], [-8.8722, -15.3323, -7.7218], [-18.1976, -12.5197, -14.6434], [-14.1668, -18.3419, -18.9689], [-9.7648, -14.8798, -8.1537], [-9.8150, -12.3911, -16.3645], [-9.3800, -13.3634, -7.1092], [-21.0655, -8.5145, -8.3902], [-25.4295, -17.0557, -12.8504], [-17.9555, -17.1194, -7.5368], [-20.8038, -8.8571, -10.1610], [-17.2522, -12.2875, -23.3421], [-9.6065, -14.5910, -9.1928], [-10.5497, -15.6329, -8.2226]],
  "lowdin_charge": [-0.114, 0.071, -0.189, 0.105, 0.079, -0.307, -0.116, 0.686, -0.239, 0.074, -0.099, 0.071, 0.077, 0.072, 0.074, -0.120, 0.075, -0.065, 0.085, 0.060, 0.070, 0.067, 0.083, -0.240, -0.060, 0.060, 0.076, 0.062, 0.665, 0.074, 0.078, -0.168, -0.134, -0.276, 0.071, 0.076, 0.124, -0.308, 0.071, 0.119, 0.073, 0.110, -0.286, 0.079, 0.063, 0.071, -0.326, -0.135, -0.278, -0.332, -0.118, -0.091, 0.063, -0.113, 0.076, 0.088, 0.060, -0.096, 0.087, 0.079, 0.081, -0.180, -0.189, 0.088, 0.074, 0.077, 0.082, 0.072, 0.068, -0.185, 0.073, 0.076],
  "total_charge": 0,
  "orbital_gap_ev": 10.26,
  "homo_ha": -0.3697,
  "smiles": "CCOS(C)(=O)=O.CCOS(C)(=O)=O.CO.CO.CO.CO.CO.CO.CO"
}